Here is a structure of composition C9H21InN3O3 from OMol25. Energies are from wB97M-V/def2-TZVPD.

Output
- Energy above the lowest of the compared OMol25 structures with the same formula, charge and spin: 50.9 kcal/mol
- LUMO level: -13.83 eV
- Charge: +3
- Orbital gap: 0.2292 Eh
- 2S+1: 1
- HOMO level: -20.064 eV
- Strongest force on any atom: 0.1832 Eh/bohr

Atoms and positions in Å:
In: 0.72 0.95 -1.25
O: 2.40 0.54 -0.82
O: -0.18 0.25 0.34
O: -0.86 0.05 -1.46
N: 3.72 -1.30 -0.51
N: -1.82 1.39 0.92
N: -3.20 -0.16 -1.76
C: -1.01 0.37 1.18
C: -2.02 -0.47 -1.20
C: 3.49 0.07 -0.39
C: -2.19 -1.71 -0.30
C: 4.87 -2.12 -0.04
C: -0.99 -0.42 2.54
C: -3.38 0.84 -2.94
C: -2.70 2.03 1.84
C: 4.54 1.11 0.06
H: -2.43 1.73 2.86
H: -0.45 0.10 3.34
H: -3.94 -0.78 -1.47
H: -1.25 -2.14 0.05
H: 4.84 1.54 -0.89
H: 4.77 -2.31 1.03
H: -0.47 -1.35 2.30
H: -2.59 3.12 1.78
H: 4.87 -3.15 -0.40
H: -2.92 0.47 -3.86
H: 5.80 -1.55 -0.10
H: -2.78 1.75 -2.83
H: -4.39 1.12 -3.23
H: -2.94 -2.46 -0.53
H: -2.55 -1.26 0.63
H: 2.89 -1.86 -0.65
H: -3.75 1.93 1.59
H: 4.11 1.87 0.72
H: -1.73 1.78 0.00
H: 5.46 0.72 0.49
H: -1.95 -0.71 2.94